Record 1
{"formula": "C5H9NO", "method": "ωB97M-V with the def2-TZVPD basis set", "relative_energy_ev": 6.212, "max_force_ev_per_a": 7.5, "homo_energy_ha": -0.3430, "elements": ["C", "C", "C", "C", "C", "H", "H", "H", "H", "H", "H", "H", "H", "H", "N", "O"], "xyz": [[1.612716, -0.687542, -0.113088], [0.196059, 0.554489, 0.588140], [-0.977035, 1.270082, -0.100015], [-1.362790, -1.059013, 0.173791], [-0.002072, -0.798001, -0.281748], [2.273957, -1.008707, -0.792629], [1.857839, -1.161467, 0.929985], [1.925262, 1.188397, -0.751231], [0.082662, 0.313886, 1.645113], [-1.439310, 2.289783, 0.348953], [-0.666140, 1.738741, -1.129240], [-1.821645, -1.674656, -0.378147], [-1.402251, -1.563150, 1.126748], [-0.128381, -0.418452, -1.316570], [1.734413, 0.775465, 0.135512], [-1.883290, 0.240149, -0.085579]], "forces_ev_per_angstrom": [[-1.48, -0.94, 5.89], [0.91, 1.56, -3.84], [1.18, 4.06, 0.88], [3.52, 2.33, 2.87], [4.47, 3.49, -0.57], [2.01, -1.70, -2.84], [-0.12, 0.41, -1.95], [-0.90, 0.91, -0.74], [0.37, 0.46, -0.03], [0.74, -2.59, -0.15], [-0.40, -1.63, 1.27], [-3.85, -4.41, -4.69], [-0.29, 1.00, 1.33], [0.10, -0.30, 0.34], [-2.81, -2.50, 1.90], [-3.46, -0.15, 0.33]]}


Record 2
{"formula": "C5H9NO", "method": "ωB97M-V with the def2-TZVPD basis set", "relative_energy_ev": 2.403, "max_force_ev_per_a": 1.7, "homo_energy_ha": -0.3494, "elements": ["C", "C", "N", "C", "C", "C", "O", "H", "H", "H", "H", "H", "H", "H", "H", "H"], "xyz": [[-0.945292, 0.912801, 1.279060], [0.481151, 0.813103, 0.808140], [1.262372, -0.344037, 1.229904], [0.898310, -0.207973, -0.188197], [0.001183, -1.346088, -0.683289], [-0.464755, 0.325024, -2.656985], [-1.571673, 0.289737, -2.912257], [-1.372764, -0.085774, 1.400943], [-1.014747, 1.432462, 2.239799], [-1.544850, 1.464184, 0.544942], [1.014177, 1.767120, 0.775338], [2.232391, -0.099176, 1.405988], [1.693951, 0.116111, -0.863960], [-0.367164, -1.875617, 0.189157], [0.605380, -2.013053, -1.306338], [-0.907671, -1.148825, -1.262244]], "forces_ev_per_angstrom": [[-0.06, -0.05, 0.02], [-0.18, 0.18, -0.07], [0.23, -0.01, 0.20], [-0.08, -0.13, -0.20], [0.02, -0.26, 0.24], [-1.21, 0.61, -1.09], [1.09, 0.18, 0.15], [0.02, 0.14, -0.01], [0.02, -0.07, -0.11], [0.05, -0.06, 0.14], [-0.12, -0.21, -0.12], [-0.12, 0.02, -0.10], [-0.27, -0.21, 0.12], [0.25, -0.31, 0.15], [-0.08, -0.11, 0.22], [0.45, 0.28, 0.45]]}


Record 3
{"formula": "C5H9NO", "method": "ωB97M-V with the def2-TZVPD basis set", "relative_energy_ev": 0.973, "max_force_ev_per_a": 1.2, "homo_energy_ha": -0.3992, "elements": ["C", "C", "O", "C", "C", "C", "N", "H", "H", "H", "H", "H", "H", "H", "H", "H"], "xyz": [[-1.446158, -0.249147, -0.808340], [-0.716489, -0.253563, 0.529222], [-0.373398, -1.568535, 0.937403], [0.622061, 0.518954, 0.514519], [1.724985, -0.210049, -0.263322], [0.413923, 1.885570, 0.013376], [0.226470, 2.953419, -0.393593], [-1.535777, 0.768058, -1.203946], [-2.456095, -0.653615, -0.688361], [-0.915511, -0.870218, -1.536102], [-1.358843, 0.225967, 1.283036], [-1.120358, -1.965865, 1.394767], [0.944271, 0.606207, 1.558927], [2.680172, 0.308009, -0.138102], [1.499061, -0.270987, -1.332321], [1.811690, -1.224199, 0.132840]], "forces_ev_per_angstrom": [[0.00, -0.04, -0.07], [-0.09, 0.34, -0.08], [-0.14, -0.15, 0.22], [0.05, -0.03, 0.05], [0.05, -0.03, -0.07], [-0.18, 0.98, -0.35], [0.22, -1.11, 0.43], [-0.01, -0.16, 0.07], [0.14, 0.01, -0.02], [-0.03, 0.10, 0.09], [0.12, -0.08, -0.09], [0.00, 0.02, -0.08], [-0.04, 0.01, -0.12], [-0.15, -0.08, -0.06], [0.01, 0.06, 0.16], [0.05, 0.18, -0.08]]}


Record 4
{"formula": "C5H9NO", "method": "ωB97M-V with the def2-TZVPD basis set", "relative_energy_ev": 2.933, "max_force_ev_per_a": 3.7, "homo_energy_ha": -0.3867, "elements": ["C", "O", "C", "C", "C", "C", "N", "H", "H", "H", "H", "H", "H", "H", "H", "H"], "xyz": [[-1.708955, -1.196577, 1.227422], [-0.930470, -0.913512, 0.118287], [0.226273, -0.324505, 0.574014], [0.991718, 0.187999, -0.693858], [0.095180, 1.030636, -1.612224], [2.147970, 0.948518, -0.222540], [3.045047, 1.550401, 0.196962], [-2.686816, -1.517312, 0.808870], [-1.497784, -0.183901, 1.920061], [-1.285939, -2.022128, 1.825221], [0.855721, -1.035994, 1.137889], [-0.260170, 0.405453, 1.521187], [1.401518, -0.643997, -1.306687], [0.663690, 1.465326, -2.441034], [-0.705755, 0.412553, -2.026139], [-0.351230, 1.837040, -1.027431]], "forces_ev_per_angstrom": [[0.01, 0.84, 1.00], [0.10, -0.36, -0.29], [-0.17, 0.85, 1.05], [-0.16, 0.23, 0.42], [-0.06, 0.11, 0.06], [1.15, 0.88, 0.55], [-1.01, -0.70, -0.53], [0.25, 0.74, 0.95], [-2.03, -2.42, -1.08], [-0.11, 0.14, -0.10], [-0.03, 0.15, -0.18], [2.35, -0.58, -2.79], [-0.39, 0.09, 0.72], [-0.03, -0.10, 0.21], [0.16, 0.08, 0.15], [-0.03, 0.02, -0.14]]}


Record 5
{"formula": "C5H9NO", "method": "ωB97M-V with the def2-TZVPD basis set", "relative_energy_ev": 0.862, "max_force_ev_per_a": 0.8, "homo_energy_ha": -0.3556, "elements": ["C", "C", "C", "C", "C", "N", "O", "H", "H", "H", "H", "H", "H", "H", "H", "H"], "xyz": [[2.350784, 0.316457, -1.135390], [1.358438, 0.176166, -0.272531], [0.249742, -0.849036, -0.362938], [-0.684197, -0.863394, 0.854581], [-1.706882, 0.252051, 0.975517], [-1.658445, 1.229816, 0.023180], [-2.518104, 0.270316, 1.875422], [3.183688, 0.999926, -0.973231], [2.418295, -0.182720, -2.096776], [1.364141, 0.701356, 0.671016], [-0.390720, -0.807365, -1.242863], [0.677034, -1.849063, -0.403134], [-1.269327, -1.789104, 0.886463], [-0.107174, -0.844328, 1.776965], [-0.996967, 1.217739, -0.729355], [-2.270307, 2.021183, 0.153072]], "forces_ev_per_angstrom": [[0.44, 0.57, -0.37], [-0.18, -0.69, -0.05], [-0.52, -0.44, 0.42], [-0.12, -0.02, -0.11], [0.24, 0.18, -0.32], [-0.20, -0.05, 0.31], [-0.10, 0.04, 0.17], [-0.29, -0.03, 0.23], [-0.30, -0.28, 0.14], [0.19, 0.35, 0.08], [0.23, 0.34, -0.38], [0.29, -0.05, -0.09], [0.14, 0.10, -0.04], [0.06, -0.01, 0.15], [0.05, 0.11, 0.01], [0.08, -0.11, -0.16]]}


Record 6
{"formula": "C5H9NO", "method": "ωB97M-V with the def2-TZVPD basis set", "relative_energy_ev": 4.428, "max_force_ev_per_a": 2.0, "homo_energy_ha": -0.3225, "elements": ["C", "N", "C", "C", "C", "O", "C", "H", "H", "H", "H", "H", "H", "H", "H", "H"], "xyz": [[1.002615, 0.212183, -1.625709], [0.478049, 0.001807, -0.327137], [1.004607, -0.871170, 0.651687], [-0.326318, -1.109070, 0.010401], [-1.469999, -0.531786, 0.748830], [-2.423812, -1.171277, 1.114947], [-1.039558, 1.339168, 0.940471], [1.709570, 1.044562, -1.575411], [0.180402, 0.501860, -2.295752], [1.490908, -0.691918, -2.000873], [1.829162, -1.506126, 0.349515], [1.022633, -0.502650, 1.682179], [-0.488597, -1.911265, -0.707292], [-1.998080, 1.783684, 0.716536], [-0.691448, 1.465560, 1.971672], [-0.280130, 1.946435, 0.345933]], "forces_ev_per_angstrom": [[0.29, -0.12, -0.39], [0.96, 0.00, -0.47], [0.41, -0.09, 0.08], [-0.02, 0.38, -0.41], [-0.42, 1.03, 0.60], [0.89, 1.78, -0.18], [-0.53, -0.78, 0.01], [0.08, -0.17, -0.20], [0.26, -0.13, 0.11], [0.22, 0.04, -0.42], [0.01, -0.30, 0.13], [0.12, -0.08, -0.29], [0.05, -0.07, 0.30], [-0.46, 0.15, 0.65], [-0.71, -0.13, 0.03], [-1.14, -1.50, 0.44]]}


Record 7
{"formula": "C5H9NO", "method": "ωB97M-V with the def2-TZVPD basis set", "relative_energy_ev": 6.222, "max_force_ev_per_a": 0.4, "homo_energy_ha": -0.3151, "elements": ["C", "N", "C", "C", "C", "O", "C", "H", "H", "H", "H", "H", "H", "H", "H", "H"], "xyz": [[0.988135, -0.204281, -1.859167], [-0.144688, -0.197259, -0.946642], [-0.917938, 1.027911, -0.784628], [-0.021883, 0.522867, 0.276173], [-0.623441, -0.036186, 1.700227], [-0.846398, 0.882146, 2.542490], [0.127458, -1.243206, 1.872176], [0.644635, -0.472178, -2.863501], [1.704491, -0.965050, -1.530603], [1.514369, 0.762825, -1.919239], [-0.603542, 1.917504, -1.333998], [-1.995985, 0.904725, -0.698862], [0.892479, 1.075945, 0.484979], [0.625789, -1.522215, 2.803935], [-1.548384, -0.519803, 1.220890], [0.204901, -1.933746, 1.035771]], "forces_ev_per_angstrom": [[0.11, 0.00, -0.07], [-0.02, -0.14, 0.05], [-0.20, 0.18, -0.06], [0.15, 0.17, -0.10], [0.34, -0.23, -0.09], [0.06, 0.03, 0.08], [-0.13, 0.09, 0.04], [0.03, 0.05, 0.18], [-0.10, 0.11, -0.05], [-0.14, -0.10, 0.08], [0.03, -0.19, 0.11], [0.20, -0.01, 0.03], [-0.14, -0.09, -0.02], [-0.19, 0.11, -0.10], [0.08, -0.17, -0.09], [-0.06, 0.20, 0.01]]}


Record 8
{"formula": "C5H9NO", "method": "ωB97M-V with the def2-TZVPD basis set", "relative_energy_ev": 2.118, "max_force_ev_per_a": 2.1, "homo_energy_ha": -0.3546, "elements": ["C", "C", "C", "N", "C", "C", "O", "H", "H", "H", "H", "H", "H", "H", "H", "H"], "xyz": [[0.429145, -0.504966, 1.747414], [0.316481, -0.081146, 0.307776], [0.670061, 1.358771, 0.053517], [0.743218, -1.102602, -0.804508], [-0.653869, -0.846175, -0.537832], [-1.484461, -0.100404, -1.513315], [-2.670815, -0.249178, -1.648981], [1.467778, -0.431379, 2.072043], [0.122545, -1.540565, 1.876447], [-0.185453, 0.123581, 2.389346], [1.678438, 1.555525, 0.420411], [0.667875, 1.598264, -1.007990], [-0.017120, 2.018805, 0.582464], [1.026673, -0.723382, -1.706282], [-1.194269, -1.651683, -0.045854], [-0.916227, 0.576533, -2.184654]], "forces_ev_per_angstrom": [[0.62, -0.52, -0.29], [0.49, -0.91, -1.81], [-0.06, -0.03, -0.13], [-0.20, 0.23, 1.81], [-0.72, 0.29, 0.29], [0.05, -0.31, -0.43], [0.04, 0.11, 0.12], [0.01, 0.08, 0.13], [-0.03, -0.03, 0.00], [-0.07, 0.11, -0.09], [0.00, -0.02, 0.07], [-0.11, 0.10, 0.02], [-0.02, 0.11, -0.04], [0.08, 0.60, 0.40], [-0.03, 0.06, -0.08], [-0.06, 0.14, 0.03]]}


Table of energy (eV), in record order: -8863.0003; -8866.8096; -8868.2393; -8866.2799; -8868.3504; -8864.7849; -8862.9905; -8867.0950